# 1
# C29H26F3N3S3Tc

A molecular structure, C29H26F3N3S3Tc (ωB97M-V/def2-TZVPD, the Open Molecules 2025 dataset).

Atoms and positions in Å:
H 2.25 1.35 6.54
C 0.16 0.47 1.80
S -2.60 -0.18 1.03
H -0.42 1.38 -6.30
C 2.72 -4.75 0.99
H 0.06 -1.25 3.93
N -0.56 -0.56 -2.13
C 1.92 1.19 5.48
C 1.04 2.58 -3.44
C 2.82 -3.52 0.34
F -5.13 0.78 2.17
H -1.12 -0.33 -4.74
Tc -0.35 0.06 0.26
H 0.00 -2.57 -1.89
C 0.53 -4.34 1.59
C 1.81 -1.38 -1.70
H -2.57 -0.35 -2.31
C 0.58 1.66 -2.49
C -0.17 0.57 -2.98
H -1.92 -1.55 -3.43
C -1.66 3.08 -0.49
H 0.53 -1.88 -3.38
H -0.46 -4.70 1.93
F -6.04 2.51 1.36
H 1.87 3.29 -3.17
C 1.98 2.21 4.53
C -3.90 3.43 0.21
C 0.72 0.74 3.05
C -5.22 1.55 1.12
C -1.86 -1.13 -2.42
C 1.45 1.93 3.30
H -4.63 4.16 0.30
H 1.23 -0.68 6.00
C 0.63 -0.30 4.00
C -0.58 0.51 -4.36
H 3.70 -3.29 -0.34
H 1.05 3.43 -5.37
C -2.79 1.34 0.43
S 1.10 1.73 -0.80
H -2.63 5.01 -0.56
H 2.84 -0.57 1.47
H 1.51 2.57 2.42
C 0.41 -1.67 -2.31
H -1.93 -1.89 -1.69
C -3.94 2.13 0.61
C -2.69 3.94 -0.29
C 0.65 2.55 -4.79
C -0.18 1.51 -5.25
C 1.62 -5.18 1.67
C 1.71 -2.64 0.39
F -5.78 0.81 0.09
H 2.45 3.20 4.70
H 1.53 -6.20 2.10
H 2.94 0.40 0.05
H 3.90 -1.09 0.18
C 1.29 0.00 5.17
S -0.99 -2.23 0.65
H 3.63 -5.37 0.93
C 0.54 -3.11 0.89
N -1.67 1.74 -0.07
N 1.74 -1.26 -0.21
H -0.74 3.38 -0.96
C 2.94 -0.57 0.41
H 2.53 -2.20 -2.07
H 2.16 -0.44 -2.12

Electronic energy: -2859.66634 Ha
Orbital gap: 7.00 eV
Spin multiplicity: 1
Total charge: +1

***

# 2
# C29H26F3NO15P2S2

4 unconnected molecules or ions with the total composition C29H26F3NO15P2S2 (ωB97M-V/def2-TZVPD, the Open Molecules 2025 dataset).

Atoms and positions in Å:
F -2.32 7.78 -0.26
O 6.94 0.28 -2.04
H 2.25 -3.94 -1.22
H -3.17 -6.03 -1.61
H -0.90 -4.92 -0.63
P -2.91 -3.45 0.07
H -4.67 -3.20 -1.67
C -1.99 5.48 -0.62
C 1.77 -0.23 -1.42
H -0.58 -3.96 0.96
H -1.78 5.79 -1.65
C -1.16 -1.12 -0.81
C -2.41 -1.62 -0.02
C 0.55 0.82 -1.61
H 2.48 1.00 1.29
C 3.22 0.31 -1.21
C -4.17 5.03 -0.43
C -3.72 -3.86 -1.61
O -2.96 4.44 -0.63
H 4.77 -3.13 -0.83
H 6.04 0.59 1.44
C -0.16 -2.11 -1.61
O -0.56 -3.05 -2.34
C -9.04 -3.08 -1.04
H -4.58 -5.60 -2.75
C 2.51 -2.83 -1.22
P 6.11 -0.24 -0.65
H -7.72 -2.04 -2.39
H 8.74 3.20 2.42
O -4.05 6.36 -0.16
H -2.55 6.47 1.25
C 1.41 -1.76 -1.42
C -2.69 6.55 0.16
H 9.72 1.67 4.91
O 6.00 1.00 0.54
C -8.24 -1.89 -1.45
C -4.13 -5.41 -1.71
S 7.01 -1.74 0.21
O 7.73 1.52 4.39
F -9.49 -3.76 -2.12
F 8.77 3.44 4.90
C 8.96 2.22 4.34
C 9.24 2.33 2.88
C -1.36 -4.54 0.34
H -3.06 -3.59 -2.50
S -2.10 2.07 4.02
C 3.20 2.52 0.20
H -4.16 -0.88 1.35
N -3.64 2.01 1.47
C -7.19 -3.02 0.17
C -1.63 1.48 -0.06
H -9.88 -2.86 -0.37
O 3.08 1.77 1.40
C -2.93 2.14 2.57
H 2.99 2.46 -2.01
C 4.32 -0.78 -0.98
H 4.69 2.02 -1.50
O -8.10 -3.89 -0.36
C 7.72 0.74 3.27
C 3.58 1.87 -1.22
O -6.41 -3.30 1.02
H -8.85 -0.99 -1.52
H -1.06 5.16 -0.15
C -0.79 0.41 -0.81
O 3.01 3.77 0.21
C -3.25 -0.56 0.74
O 6.98 -0.19 3.10
H -4.89 -5.74 -0.91
C 3.99 -2.32 -1.00
O 0.61 1.85 -2.32
H 6.28 0.82 -2.55
O -5.21 4.44 -0.48
H -1.65 -5.46 0.96
C -2.89 0.94 0.72
H -1.35 2.58 -0.06
O 8.67 1.14 2.37
H 10.30 2.38 2.66
O -7.30 -1.78 -0.39

Electronic energy: -4082.43380 Ha
Orbital gap: 6.47 eV
Spin multiplicity: 1
Total charge: 0
SMILES string: CCP(C)c1cc(N=C=S)cc2c1C(=O)c1ccc(P(O)(O)=S)c(CC(=O)O)c1C2=O.O=C1OC[C@@H](F)O1.O=C1OC[C@@H](F)O1.O=C1OC[C@@H](F)O1

***

# 3
# C29H26FN5O7Ru

A molecular structure, C29H26FN5O7Ru (ωB97M-V/def2-TZVPD, the Open Molecules 2025 dataset).

Atoms and positions in Å:
C 2.86 1.04 0.71
H 4.93 0.78 3.24
C 6.01 -0.12 1.62
H -3.88 -3.56 -5.37
H -2.21 -0.77 4.08
O -6.42 -2.36 -0.09
C -3.24 -5.59 -2.74
H -4.32 -5.89 -4.57
H 7.76 0.85 0.99
N -2.30 -3.43 -2.41
C -3.50 -3.91 -4.42
H 1.29 4.57 -1.06
C 0.68 1.70 -0.09
H -1.14 4.97 -1.29
H -6.19 -1.51 2.53
H 4.06 -0.51 2.42
N 6.86 1.11 1.37
H 5.05 3.07 2.03
C -0.70 0.12 -1.38
C 4.84 2.49 1.12
H -2.28 3.04 -0.77
H 6.81 2.94 0.31
C -3.74 -5.20 -3.97
C 0.53 0.45 -0.71
C 0.77 4.90 -0.18
C -4.55 -1.66 1.19
F 3.69 -1.10 0.12
H -1.17 5.91 0.26
H 1.97 2.91 1.15
C -1.51 2.29 -0.77
N -3.24 -1.53 1.01
N -0.35 2.62 -0.16
O -0.84 -1.91 0.44
O -3.50 -0.43 -1.85
C -4.28 -1.06 3.47
C -2.42 -1.24 2.01
Ru -2.50 -1.91 -0.94
H -0.31 3.93 1.51
C -2.91 -0.99 3.28
C -0.20 3.93 0.43
C 2.68 -0.19 0.07
C -5.12 -1.41 2.42
H 5.98 1.58 -0.48
C 4.71 0.34 2.25
H 6.57 -0.79 2.26
H 5.83 -0.59 0.66
N 4.03 1.33 1.44
C -2.78 -3.05 -3.61
H -2.56 -2.04 -3.91
C 1.86 1.98 0.62
O -4.35 -2.60 -0.93
C 1.55 -0.50 -0.62
H 7.03 1.57 2.27
C 6.15 2.08 0.47
O -3.64 1.66 -2.60
C -0.98 -1.33 1.59
H -4.70 -0.87 4.45
H -2.13 -4.93 -1.02
C -0.71 5.13 -0.32
C -5.22 -2.23 -0.02
H 4.30 3.14 0.44
O -0.08 -0.86 2.27
H 1.35 5.53 0.48
C -3.05 0.78 -2.00
H -3.41 -6.59 -2.35
H 1.42 -1.47 -1.08
O -0.86 -1.01 -1.96
C -2.54 -4.68 -1.99
C -1.72 1.08 -1.36

Electronic energy: -2115.71078 Ha
Orbital gap (alpha / beta): 6.69 / 6.68 eV
Expectation value of S²: 0.756
Spin multiplicity: 2
Total charge: +1

***

Copy entry 2 word for word.
# C29H26F3NO15P2S2

4 unconnected molecules or ions with the total composition C29H26F3NO15P2S2 (ωB97M-V/def2-TZVPD, the Open Molecules 2025 dataset).

Atoms and positions in Å:
F -2.32 7.78 -0.26
O 6.94 0.28 -2.04
H 2.25 -3.94 -1.22
H -3.17 -6.03 -1.61
H -0.90 -4.92 -0.63
P -2.91 -3.45 0.07
H -4.67 -3.20 -1.67
C -1.99 5.48 -0.62
C 1.77 -0.23 -1.42
H -0.58 -3.96 0.96
H -1.78 5.79 -1.65
C -1.16 -1.12 -0.81
C -2.41 -1.62 -0.02
C 0.55 0.82 -1.61
H 2.48 1.00 1.29
C 3.22 0.31 -1.21
C -4.17 5.03 -0.43
C -3.72 -3.86 -1.61
O -2.96 4.44 -0.63
H 4.77 -3.13 -0.83
H 6.04 0.59 1.44
C -0.16 -2.11 -1.61
O -0.56 -3.05 -2.34
C -9.04 -3.08 -1.04
H -4.58 -5.60 -2.75
C 2.51 -2.83 -1.22
P 6.11 -0.24 -0.65
H -7.72 -2.04 -2.39
H 8.74 3.20 2.42
O -4.05 6.36 -0.16
H -2.55 6.47 1.25
C 1.41 -1.76 -1.42
C -2.69 6.55 0.16
H 9.72 1.67 4.91
O 6.00 1.00 0.54
C -8.24 -1.89 -1.45
C -4.13 -5.41 -1.71
S 7.01 -1.74 0.21
O 7.73 1.52 4.39
F -9.49 -3.76 -2.12
F 8.77 3.44 4.90
C 8.96 2.22 4.34
C 9.24 2.33 2.88
C -1.36 -4.54 0.34
H -3.06 -3.59 -2.50
S -2.10 2.07 4.02
C 3.20 2.52 0.20
H -4.16 -0.88 1.35
N -3.64 2.01 1.47
C -7.19 -3.02 0.17
C -1.63 1.48 -0.06
H -9.88 -2.86 -0.37
O 3.08 1.77 1.40
C -2.93 2.14 2.57
H 2.99 2.46 -2.01
C 4.32 -0.78 -0.98
H 4.69 2.02 -1.50
O -8.10 -3.89 -0.36
C 7.72 0.74 3.27
C 3.58 1.87 -1.22
O -6.41 -3.30 1.02
H -8.85 -0.99 -1.52
H -1.06 5.16 -0.15
C -0.79 0.41 -0.81
O 3.01 3.77 0.21
C -3.25 -0.56 0.74
O 6.98 -0.19 3.10
H -4.89 -5.74 -0.91
C 3.99 -2.32 -1.00
O 0.61 1.85 -2.32
H 6.28 0.82 -2.55
O -5.21 4.44 -0.48
H -1.65 -5.46 0.96
C -2.89 0.94 0.72
H -1.35 2.58 -0.06
O 8.67 1.14 2.37
H 10.30 2.38 2.66
O -7.30 -1.78 -0.39

Electronic energy: -4082.43380 Ha
Orbital gap: 6.47 eV
Spin multiplicity: 1
Total charge: 0
SMILES string: CCP(C)c1cc(N=C=S)cc2c1C(=O)c1ccc(P(O)(O)=S)c(CC(=O)O)c1C2=O.O=C1OC[C@@H](F)O1.O=C1OC[C@@H](F)O1.O=C1OC[C@@H](F)O1

***

Copy entry 2 word for word.
# C29H26F3NO15P2S2

4 unconnected molecules or ions with the total composition C29H26F3NO15P2S2 (ωB97M-V/def2-TZVPD, the Open Molecules 2025 dataset).

Atoms and positions in Å:
F -2.32 7.78 -0.26
O 6.94 0.28 -2.04
H 2.25 -3.94 -1.22
H -3.17 -6.03 -1.61
H -0.90 -4.92 -0.63
P -2.91 -3.45 0.07
H -4.67 -3.20 -1.67
C -1.99 5.48 -0.62
C 1.77 -0.23 -1.42
H -0.58 -3.96 0.96
H -1.78 5.79 -1.65
C -1.16 -1.12 -0.81
C -2.41 -1.62 -0.02
C 0.55 0.82 -1.61
H 2.48 1.00 1.29
C 3.22 0.31 -1.21
C -4.17 5.03 -0.43
C -3.72 -3.86 -1.61
O -2.96 4.44 -0.63
H 4.77 -3.13 -0.83
H 6.04 0.59 1.44
C -0.16 -2.11 -1.61
O -0.56 -3.05 -2.34
C -9.04 -3.08 -1.04
H -4.58 -5.60 -2.75
C 2.51 -2.83 -1.22
P 6.11 -0.24 -0.65
H -7.72 -2.04 -2.39
H 8.74 3.20 2.42
O -4.05 6.36 -0.16
H -2.55 6.47 1.25
C 1.41 -1.76 -1.42
C -2.69 6.55 0.16
H 9.72 1.67 4.91
O 6.00 1.00 0.54
C -8.24 -1.89 -1.45
C -4.13 -5.41 -1.71
S 7.01 -1.74 0.21
O 7.73 1.52 4.39
F -9.49 -3.76 -2.12
F 8.77 3.44 4.90
C 8.96 2.22 4.34
C 9.24 2.33 2.88
C -1.36 -4.54 0.34
H -3.06 -3.59 -2.50
S -2.10 2.07 4.02
C 3.20 2.52 0.20
H -4.16 -0.88 1.35
N -3.64 2.01 1.47
C -7.19 -3.02 0.17
C -1.63 1.48 -0.06
H -9.88 -2.86 -0.37
O 3.08 1.77 1.40
C -2.93 2.14 2.57
H 2.99 2.46 -2.01
C 4.32 -0.78 -0.98
H 4.69 2.02 -1.50
O -8.10 -3.89 -0.36
C 7.72 0.74 3.27
C 3.58 1.87 -1.22
O -6.41 -3.30 1.02
H -8.85 -0.99 -1.52
H -1.06 5.16 -0.15
C -0.79 0.41 -0.81
O 3.01 3.77 0.21
C -3.25 -0.56 0.74
O 6.98 -0.19 3.10
H -4.89 -5.74 -0.91
C 3.99 -2.32 -1.00
O 0.61 1.85 -2.32
H 6.28 0.82 -2.55
O -5.21 4.44 -0.48
H -1.65 -5.46 0.96
C -2.89 0.94 0.72
H -1.35 2.58 -0.06
O 8.67 1.14 2.37
H 10.30 2.38 2.66
O -7.30 -1.78 -0.39

Electronic energy: -4082.43380 Ha
Orbital gap: 6.47 eV
Spin multiplicity: 1
Total charge: 0
SMILES string: CCP(C)c1cc(N=C=S)cc2c1C(=O)c1ccc(P(O)(O)=S)c(CC(=O)O)c1C2=O.O=C1OC[C@@H](F)O1.O=C1OC[C@@H](F)O1.O=C1OC[C@@H](F)O1